# 1
Molecular formula: C11H5CrNO4
Method: DFT, ωB97M-V/def2-TZVPD

Atoms and positions in Å:
Cr1 0.2902 -0.7563 -3.1905
O1 -1.3666 4.6062 -2.8303
C1 -1.0516 3.5110 -2.7772
C2 1.5541 -1.9984 -2.8342
O2 2.7293 -2.0090 -2.9436
C3 -0.8155 -2.0364 -2.5490
O3 -1.9340 -2.2615 -2.2868
C4 -0.1703 -0.3535 -5.1129
O4 -0.4798 -0.3855 -6.2539
N1 0.1947 -0.0185 -1.2381
C5 -0.1252 -0.0561 -0.1047
C6 -0.1285 -0.0038 1.3238
C7 -1.2438 0.2050 2.1756
C8 -1.0119 0.4098 3.5538
C9 0.2900 0.3071 4.0961
C10 1.3798 0.0688 3.2315
C11 1.1580 -0.1405 1.8692
H1 -2.2471 0.2111 1.7232
H2 -1.8493 0.6540 4.2229
H3 0.4681 0.3970 5.1853
H4 2.4077 0.0484 3.5923
H5 1.9517 -0.3989 1.1476

Output
Energy above the lowest of the compared OMol25 structures with the same formula, charge and spin   13.1 kcal per mole
Total energy   -1821.55786 hartree
LUMO level (spin up / spin down)   -10.6568 / -10.9377 eV
Charge   +2
Multiplicity   5
Gap between HOMO and LUMO (spin up / spin down)   5.32 / 5.03 eV


# 2
Molecular formula: C6H12O
Method: DFT, ωB97M-V/def2-TZVPD

Atoms and positions in Å:
C1 -2.4422 0.3114 -0.5920
C2 -1.5943 0.5906 0.6326
C3 -0.0914 -1.1107 0.7172
C4 1.1737 -0.3757 0.8481
C5 2.3042 -0.9747 0.0118
C6 1.8324 0.3923 -0.2946
O1 1.1518 0.5432 -1.5036
H1 -1.8226 0.1810 -1.4847
H2 -3.0251 -0.6056 -0.4582
H3 -3.1524 1.1239 -0.7864
H4 -2.1965 0.8648 1.5063
H5 -0.8254 1.3503 0.4934
H6 -0.2992 -1.2743 -0.3505
H7 -1.1391 -0.4418 1.1251
H8 1.4627 -0.0623 1.8509
H9 2.0213 -1.7487 -0.6968
H10 3.2671 -1.1201 0.4921
H11 2.4763 1.2293 -0.0152
H12 0.4918 1.2385 -1.3845

Output
Energy above the lowest of the compared OMol25 structures with the same formula, charge and spin   121.9 kcal per mole
Total energy   -310.86508 hartree
LUMO level   0.8063 eV
Charge   0
Gap between HOMO and LUMO   8.57 eV


# 3
Molecular formula: C28H21N4O10S2
Method: DFT, ωB97M-V/def2-TZVPD

Atoms and positions in Å:
C1 0.3260 3.3556 -7.3695
C2 0.5810 2.8698 -5.9728
C3 1.5743 3.4779 -5.2046
C4 1.8389 3.0447 -3.9102
C5 1.0764 2.0053 -3.3685
S1 1.4322 1.4516 -1.7138
O1 1.5935 0.0283 -1.6572
O2 2.3383 2.3764 -1.0904
N1 -0.1034 1.6169 -0.9510
C6 -0.7689 2.8478 -0.7598
C7 -0.4380 4.1337 -1.1505
C8 -1.3426 5.1635 -0.8373
N2 -1.0519 6.5002 -1.2473
O3 -1.8609 7.4111 -0.9503
O4 0.0004 6.7189 -1.8917
C9 -2.5456 4.8925 -0.1251
C10 -2.8474 3.5916 0.2787
C11 -1.9507 2.5656 -0.0255
C12 -1.9381 1.1339 0.2151
N3 -2.9418 0.4071 0.8808
O5 -3.6522 0.9901 1.7318
O6 -3.0830 -0.8040 0.5779
C13 -0.8142 0.5961 -0.3767
C14 0.0963 1.3679 -4.1339
C15 -0.1561 1.8140 -5.4265
H1 -0.4762 2.7757 -7.8340
H2 0.0408 4.4156 -7.3737
H3 1.2283 3.2627 -7.9876
H4 2.1518 4.3037 -5.6229
H5 2.6125 3.5191 -3.3151
H6 0.4833 4.3601 -1.6692
H7 -3.2087 5.7245 0.0964
H8 -3.7557 3.3643 0.8303
H9 -0.5144 -0.4404 -0.3708
H10 -0.4630 0.5330 -3.7234
H11 -0.9318 1.3375 -6.0280
C16 5.1769 -5.5582 1.6133
C17 4.8484 -4.2688 1.1790
C18 3.5216 -3.8363 1.2146
C19 2.5366 -4.6947 1.7023
S2 0.8264 -4.1418 1.7383
C20 0.6807 -3.4200 3.2956
C21 -0.5199 -2.8788 3.7435
C22 -0.6218 -2.2992 5.0643
C23 -1.7977 -1.7415 5.5184
C24 -2.9462 -1.7412 4.6877
N4 -4.1647 -1.1811 5.1549
O7 -5.1782 -1.2370 4.4238
O8 -4.1703 -0.6563 6.2939
C25 -2.8795 -2.3007 3.3900
C26 -1.7108 -2.8520 2.9304
O9 0.7518 -3.1471 0.6911
O10 0.0626 -5.3643 1.6293
C27 2.8504 -5.9860 2.1267
C28 4.1778 -6.4159 2.0875
H12 6.2145 -5.8921 1.5907
H13 5.6174 -3.5868 0.8157
H14 3.2493 -2.8421 0.8697
H15 1.5721 -3.4642 3.9173
H16 0.2690 -2.3144 5.6944
H17 -1.8863 -1.2949 6.5079
H18 -3.7597 -2.2716 2.7531
H19 -1.7324 -3.2604 1.9219
H20 2.0638 -6.6447 2.4846
H21 4.4188 -7.4204 2.4365

Output
Energy above the lowest of the compared OMol25 structures with the same formula, charge and spin   0.0 kcal per mole
Total energy   -2847.14601 hartree
LUMO level   0.4556 eV
Charge   -1
Gap between HOMO and LUMO   3.95 eV